104
Properties=species:S:1:pos:R:3 method="wB97M-V/def2-TZVPD" relative_energy_ev=2.505 homo_ha=-0.348 smiles="CCOP(=O)(OCC)OCC.CCOP(=O)(OCC)OCC.CCOP(=O)(OCC)OCC.CCOP(=O)(OCC)OCC" lumo_ev=0.5
C -0.504 -0.465 4.542
C 0.341 -1.277 5.549
O -0.394 -2.285 6.212
P -0.671 -3.712 5.583
O -1.165 -4.748 6.489
O 0.656 -4.063 4.720
C 1.394 -5.271 4.778
C 2.758 -4.948 4.231
O -1.646 -3.344 4.345
C -2.035 -4.348 3.423
C -1.825 -3.893 2.008
H -0.612 -1.060 3.626
H -1.557 -0.445 4.819
H -0.020 0.445 4.198
H 1.318 -1.590 5.170
H 0.669 -0.567 6.316
H 1.372 -5.722 5.779
H 0.898 -6.118 4.285
H 2.780 -4.819 3.149
H 3.295 -4.156 4.751
H 3.453 -5.791 4.334
H -1.463 -5.272 3.583
H -3.053 -4.695 3.634
H -0.784 -4.050 1.723
H -2.349 -4.624 1.379
H -2.203 -2.899 1.791
C -4.000 -0.742 -1.590
C -3.594 -0.401 -0.131
O -2.635 0.635 -0.151
P -1.102 0.417 0.301
O -0.909 -0.744 1.151
O -0.343 0.373 -1.114
C 1.077 0.199 -1.002
C 1.739 0.847 -2.208
O -0.790 1.836 0.976
C -0.608 3.060 0.251
C -1.946 3.701 -0.047
H -3.070 -1.204 -1.935
H -4.856 -1.412 -1.616
H -4.139 0.120 -2.238
H -4.423 -0.040 0.486
H -3.237 -1.341 0.294
H 1.577 0.640 -0.126
H 1.307 -0.860 -0.861
H 2.806 0.998 -2.084
H 1.414 0.303 -3.100
H 1.298 1.828 -2.417
H 0.001 3.754 0.832
H -0.006 2.804 -0.625
H -1.971 4.650 -0.580
H -2.576 3.017 -0.610
H -2.504 3.841 0.883
C 6.560 -0.121 0.612
C 5.763 -1.232 -0.074
O 4.500 -1.322 0.626
P 3.374 -2.291 0.072
O 2.422 -1.744 -0.924
O 4.159 -3.568 -0.399
C 3.769 -4.296 -1.565
C 4.451 -3.765 -2.807
O 2.719 -2.846 1.424
C 1.661 -2.143 2.045
C 2.083 -0.719 2.485
H 5.934 0.737 0.854
H 7.198 -0.386 1.451
H 7.242 0.297 -0.139
H 5.546 -0.993 -1.116
H 6.302 -2.177 -0.017
H 4.076 -5.332 -1.406
H 2.692 -4.380 -1.719
H 4.047 -2.829 -3.178
H 5.542 -3.791 -2.742
H 4.372 -4.563 -3.559
H 0.767 -1.901 1.458
H 1.321 -2.670 2.936
H 1.235 -0.276 3.006
H 2.974 -0.820 3.106
H 2.324 -0.148 1.588
C -5.510 4.832 -0.831
C -4.811 4.254 -2.063
O -3.911 5.223 -2.598
P -2.861 4.922 -3.749
O -3.434 4.672 -5.084
O -1.966 6.220 -3.600
C -0.807 6.294 -4.419
C -1.119 6.995 -5.767
O -2.086 3.666 -3.131
C -2.311 2.361 -3.738
C -1.446 1.876 -4.871
H -5.914 3.939 -0.348
H -4.758 5.218 -0.143
H -6.245 5.561 -1.149
H -4.256 3.345 -1.837
H -5.606 4.083 -2.795
H -0.089 6.929 -3.901
H -0.276 5.356 -4.596
H -0.298 6.944 -6.483
H -1.967 6.563 -6.295
H -1.328 8.025 -5.482
H -2.059 1.782 -2.838
H -3.370 2.192 -3.936
H -0.380 1.882 -4.650
H -1.846 0.932 -5.224
H -1.539 2.648 -5.648

=====

104
Properties=species:S:1:pos:R:3 method="wB97M-V/def2-TZVPD" homo_ha=-0.204 total_charge=-1 lumo_ev=1.7
C 2.431 -3.065 -1.129
C 1.316 -2.306 -0.309
F 1.847 -1.246 0.488
B 0.119 -1.821 -1.353
C 0.048 -0.206 -1.561
C 1.371 0.371 -2.228
F 2.218 1.016 -1.252
O 0.407 -2.417 -2.736
C -0.712 -2.923 -3.254
N -1.547 -3.506 -3.796
O -1.158 -2.461 -0.897
C -1.957 -1.646 -0.159
O -1.662 -1.156 0.906
C -3.377 -1.371 -0.772
C -3.996 -2.526 -1.444
C -5.293 -2.404 -2.094
C -5.969 -1.113 -2.072
C -5.362 0.019 -1.376
C -4.050 -0.081 -0.712
H 2.890 -2.438 -1.939
H 3.241 -3.355 -0.394
H 2.045 -4.040 -1.532
H 0.859 -3.056 0.396
H -0.049 0.377 -0.598
H -0.785 0.115 -2.248
H 1.154 1.149 -3.003
H 2.008 -0.423 -2.694
H -3.457 -3.506 -1.454
H -5.694 -3.302 -2.613
H -6.952 -1.022 -2.589
H -5.896 0.991 -1.368
H -3.578 0.793 -0.202
C -6.065 2.686 -3.882
O -6.961 2.010 -3.010
H -5.051 2.568 -3.500
H -6.124 2.254 -4.884
H -6.315 3.750 -3.921
H -7.852 2.127 -3.368
C -11.284 2.205 -3.768
O -10.112 2.292 -2.966
H -11.232 2.962 -4.549
H -11.344 1.218 -4.224
H -12.168 2.384 -3.150
H -10.183 1.613 -2.285
C 5.610 -0.060 1.040
O 4.709 -0.690 1.945
H 6.625 -0.187 1.411
H 5.525 -0.523 0.055
H 5.381 1.006 0.971
H 3.817 -0.564 1.591
C -13.168 -0.513 -1.830
O -12.289 -0.548 -2.948
H -13.239 0.514 -1.475
H -14.161 -0.861 -2.127
H -12.778 -1.146 -1.029
H -12.241 -1.463 -3.246
C -2.071 3.087 -2.617
O -2.290 1.712 -2.892
H -1.291 3.455 -3.282
H -2.990 3.655 -2.791
H -1.748 3.213 -1.579
H -2.984 1.407 -2.292
C 3.908 -0.132 5.805
O 3.595 0.866 4.841
H 3.415 0.119 6.742
H 3.551 -1.105 5.458
H 4.988 -0.169 5.965
H 4.044 0.620 4.020
C 8.961 1.467 0.034
O 7.938 0.763 -0.654
H 9.075 1.033 1.027
H 9.906 1.378 -0.509
H 8.688 2.522 0.132
H 7.853 1.163 -1.527
C 4.706 0.224 -4.946
O 5.302 -0.273 -3.756
H 5.360 -0.008 -5.786
H 3.735 -0.255 -5.101
H 4.581 1.307 -4.872
H 4.709 -0.059 -3.025
C 6.437 3.219 4.202
O 5.205 3.250 3.501
H 7.180 3.770 3.625
H 6.321 3.690 5.182
H 6.771 2.185 4.325
H 4.565 2.757 4.030
C 3.389 -1.700 9.420
O 4.257 -1.793 8.297
H 3.348 -0.661 9.742
H 2.385 -2.031 9.143
H 3.771 -2.317 10.238
H 4.278 -2.718 8.029
C 1.211 2.685 6.748
O 0.241 3.630 6.311
H 1.430 2.870 7.799
H 0.816 1.672 6.634
H 2.126 2.794 6.162
H 0.064 3.447 5.382
C 6.168 -4.726 -1.753
O 5.201 -3.798 -2.218
H 6.359 -4.531 -0.699
H 5.792 -5.747 -1.869
H 7.099 -4.608 -2.316
H 5.047 -3.988 -3.150

=====

99
Properties=species:S:1:pos:R:3 method="wB97M-V/def2-TZVPD" homo_ha=-0.334 smiles="O=CO[C@@H](Br)CCF.COC[C@@H](C)N.COC[C@@H](C)N.COC[C@@H](C)N.COC[C@@H](C)N.COC[C@@H](C)N" lumo_ev=0.4
O 3.080 -7.867 -0.348
C 2.943 -6.817 -0.888
O 2.245 -5.773 -0.330
C 2.966 -4.725 0.272
Br 3.695 -5.317 2.000
C 4.027 -4.090 -0.651
C 5.485 -4.078 -0.232
F 5.698 -3.146 0.782
H 3.332 -6.594 -1.894
H 2.212 -3.992 0.554
H 3.735 -3.044 -0.808
H 3.976 -4.558 -1.639
H 5.831 -5.060 0.105
H 6.096 -3.774 -1.090
C 1.663 -4.889 -4.393
O 2.040 -4.003 -3.356
C 1.462 -2.712 -3.388
C 0.075 -2.619 -2.743
C -1.054 -3.181 -3.602
N 0.027 -3.247 -1.420
H 1.518 -4.354 -5.336
H 0.751 -5.440 -4.150
H 2.474 -5.607 -4.520
H 2.141 -2.082 -2.803
H 1.457 -2.322 -4.415
H -0.119 -1.548 -2.604
H -1.068 -4.271 -3.578
H -2.018 -2.839 -3.225
H -0.964 -2.860 -4.641
H 0.688 -2.797 -0.789
H 0.353 -4.206 -1.505
C -0.449 -0.475 0.426
O 0.537 -1.324 0.991
C 1.534 -0.661 1.755
C 1.110 -0.280 3.180
C 0.179 0.927 3.242
N 0.505 -1.394 3.911
H -0.018 0.486 0.128
H -1.275 -0.304 1.118
H -0.852 -0.972 -0.457
H 2.368 -1.365 1.832
H 1.897 0.224 1.214
H 2.033 -0.011 3.703
H -0.842 0.660 2.970
H 0.147 1.325 4.256
H 0.515 1.728 2.581
H 1.170 -2.158 3.990
H -0.260 -1.767 3.356
C 0.908 1.708 -3.177
O -0.289 2.156 -2.572
C -0.129 3.132 -1.560
C 0.015 4.573 -2.065
C 1.385 4.890 -2.656
N -1.019 4.941 -3.033
H 1.730 1.673 -2.455
H 1.204 2.336 -4.022
H 0.726 0.700 -3.551
H -1.040 3.073 -0.957
H 0.712 2.863 -0.905
H -0.121 5.213 -1.187
H 1.491 4.480 -3.660
H 1.516 5.968 -2.732
H 2.189 4.490 -2.035
H -1.937 4.861 -2.605
H -1.017 4.252 -3.780
C -0.365 5.322 3.010
O 0.620 4.503 3.605
C 1.636 5.182 4.317
C 1.263 5.573 5.752
C 0.321 6.769 5.844
N 0.694 4.460 6.514
H 0.063 6.266 2.656
H -1.189 5.540 3.694
H -0.768 4.777 2.156
H 2.473 4.480 4.362
H 1.972 6.060 3.748
H 2.201 5.853 6.241
H -0.705 6.488 5.604
H 0.318 7.163 6.859
H 0.625 7.570 5.166
H 1.368 3.702 6.575
H -0.086 4.077 5.987
C -6.941 -1.421 -2.233
O -5.582 -1.719 -2.484
C -4.645 -0.850 -1.879
C -4.311 -1.176 -0.418
C -5.399 -0.773 0.572
N -3.975 -2.586 -0.213
H -7.104 -0.340 -2.174
H -7.301 -1.885 -1.312
H -7.519 -1.817 -3.067
H -3.730 -0.957 -2.469
H -4.980 0.192 -1.978
H -3.415 -0.593 -0.179
H -6.231 -1.478 0.557
H -4.998 -0.769 1.584
H -5.790 0.223 0.353
H -3.160 -2.821 -0.774
H -4.731 -3.151 -0.588

=====

97
Properties=species:S:1:pos:R:3 method="wB97M-V/def2-TZVPD" homo_ha=-0.308 smiles=COC[C@H](C)N.COC[C@H](C)N.COC[C@H](C)N.COCCOCCOC.COCCOCCOC lumo_ev=0.5
C 18.397 -15.466 -11.417
O 18.830 -14.163 -11.103
C 17.816 -13.432 -10.411
C 18.276 -12.016 -10.204
C 17.162 -11.222 -9.527
N 18.620 -11.380 -11.509
H 19.080 -15.856 -12.178
H 17.383 -15.497 -11.820
H 18.541 -16.131 -10.555
H 16.887 -13.463 -10.993
H 17.695 -13.975 -9.462
H 19.202 -11.974 -9.628
H 16.911 -11.646 -8.555
H 16.276 -11.224 -10.168
H 17.452 -10.173 -9.443
H 17.841 -10.810 -11.848
H 18.573 -12.082 -12.248
C 23.529 -8.541 -13.990
O 23.812 -7.271 -13.429
C 22.818 -6.334 -13.731
C 23.229 -4.940 -13.273
C 23.165 -4.850 -11.746
N 22.324 -3.988 -13.913
H 22.699 -9.018 -13.457
H 24.394 -9.170 -13.774
H 23.370 -8.418 -15.062
H 22.710 -6.206 -14.822
H 21.811 -6.604 -13.379
H 24.260 -4.778 -13.582
H 22.134 -4.865 -11.396
H 23.786 -4.039 -11.369
H 23.612 -5.764 -11.328
H 21.383 -3.979 -13.553
H 22.713 -3.059 -13.935
C 16.111 -6.087 -13.501
O 17.450 -5.719 -13.265
C 18.364 -6.668 -13.771
C 18.442 -7.918 -12.893
C 18.895 -7.552 -11.490
N 19.456 -8.801 -13.449
H 15.887 -5.929 -14.568
H 15.446 -5.487 -12.889
H 15.931 -7.148 -13.318
H 18.025 -7.002 -14.762
H 19.363 -6.240 -13.731
H 17.477 -8.444 -12.873
H 18.931 -8.471 -10.894
H 18.243 -6.865 -10.958
H 19.920 -7.192 -11.599
H 19.805 -9.498 -12.805
H 19.175 -9.246 -14.310
C 13.159 -11.640 -17.517
O 13.922 -10.999 -16.515
C 14.487 -9.803 -16.978
C 15.022 -8.930 -15.857
O 16.340 -9.245 -15.481
C 16.535 -10.444 -14.724
C 17.554 -11.317 -15.445
O 18.569 -11.650 -14.499
C 19.436 -12.613 -15.031
H 12.285 -11.086 -17.862
H 12.883 -12.613 -17.105
H 13.793 -11.878 -18.384
H 13.758 -9.221 -17.558
H 15.333 -10.021 -17.648
H 14.371 -9.028 -14.975
H 15.001 -7.901 -16.208
H 15.568 -10.919 -14.583
H 16.934 -10.165 -13.749
H 18.041 -10.750 -16.244
H 17.101 -12.234 -15.837
H 19.949 -12.246 -15.930
H 18.904 -13.531 -15.322
H 20.158 -12.890 -14.264
C 10.807 -12.366 -13.853
O 11.899 -12.118 -13.015
C 13.074 -12.751 -13.447
C 14.197 -12.618 -12.442
O 14.763 -11.337 -12.214
C 13.846 -10.276 -12.026
C 14.615 -9.062 -11.531
O 13.771 -7.938 -11.636
C 14.093 -6.943 -10.693
H 10.649 -13.426 -14.092
H 10.901 -11.831 -14.813
H 9.899 -11.987 -13.386
H 13.393 -12.357 -14.419
H 12.941 -13.842 -13.547
H 15.042 -13.214 -12.793
H 13.856 -13.044 -11.486
H 13.135 -10.558 -11.234
H 13.241 -10.038 -12.903
H 15.516 -8.922 -12.147
H 14.945 -9.236 -10.501
H 13.941 -7.294 -9.664
H 13.386 -6.120 -10.808
H 15.111 -6.564 -10.816

=====

95
Properties=species:S:1:pos:R:3 method="wB97M-V/def2-TZVPD" homo_ha=-0.487 total_charge=+3 lumo_ev=-5.6
C -6.443 11.205 0.457
C -5.561 10.188 -0.390
C -5.894 8.882 -0.970
C -6.465 7.938 0.246
N -6.391 6.431 -0.105
C -7.279 5.911 -1.204
C -7.256 4.475 -0.864
C -7.254 4.376 0.678
C -7.037 5.797 1.069
C -4.934 6.024 -0.367
C -4.013 6.388 0.963
C -2.599 5.781 1.027
H -6.013 12.221 0.611
H -6.812 11.143 1.582
H -7.368 11.077 -0.339
H -5.267 10.276 0.679
H -4.913 10.901 -1.003
H -5.118 8.531 -1.706
H -6.714 9.072 -1.628
H -7.515 7.984 0.347
H -5.894 8.056 1.120
H -7.141 6.223 -2.230
H -8.321 6.336 -0.987
H -6.398 3.993 -1.322
H -8.135 4.102 -1.359
H -6.614 3.604 1.089
H -8.213 4.053 1.034
H -6.521 5.967 2.024
H -8.033 6.208 1.079
H -4.715 6.472 -1.379
H -4.969 4.923 -0.455
H -4.550 5.891 1.799
H -3.936 7.484 0.944
H -1.953 6.130 0.176
H -2.585 4.674 1.272
H -2.110 6.203 1.887
C -1.282 -5.039 -2.691
C -0.010 -4.949 -1.923
C -0.248 -4.516 -0.463
O -0.984 -3.266 -0.456
C -2.383 -3.420 -0.167
N 0.666 -6.302 -1.920
H 0.571 -6.806 -1.043
H 0.105 -6.909 -2.518
H 1.645 -6.263 -2.162
H -1.872 -4.125 -2.796
H -1.974 -5.812 -2.241
H -1.068 -5.257 -3.770
H 0.686 -4.246 -2.336
H 0.631 -4.332 0.121
H -0.692 -5.235 0.162
H -2.903 -2.509 -0.521
H -2.590 -3.639 0.863
H -2.796 -4.239 -0.765
C 9.612 -2.835 -1.729
C 10.243 -2.306 -3.035
C 11.145 -1.084 -2.796
O 10.276 -0.060 -2.396
C 10.098 1.026 -3.293
N 11.050 -3.354 -3.718
H 11.702 -3.754 -2.981
H 10.503 -4.030 -4.212
H 11.645 -2.825 -4.393
H 10.353 -3.061 -1.011
H 9.014 -3.726 -1.862
H 8.947 -2.097 -1.383
H 9.522 -2.043 -3.789
H 11.615 -0.768 -3.814
H 11.902 -1.334 -1.977
H 9.408 1.657 -2.766
H 9.709 0.649 -4.308
H 11.038 1.593 -3.601
C 0.105 -6.893 2.671
C 1.363 -6.253 3.224
C 1.273 -5.944 4.747
O 0.356 -4.849 4.944
C 0.406 -4.398 6.311
N 2.632 -7.106 2.962
H 2.569 -8.111 3.200
H 2.625 -7.110 1.894
H 3.454 -6.631 3.290
H -0.572 -6.093 2.970
H -0.100 -7.771 3.247
H 0.157 -7.004 1.579
H 1.532 -5.366 2.579
H 2.220 -5.781 5.239
H 0.890 -6.816 5.314
H -0.382 -3.628 6.422
H 1.323 -3.884 6.635
H 0.193 -5.237 6.990
O 4.255 -6.315 0.582
C 3.108 -6.258 -0.195
O 3.287 -6.115 -1.412
O 2.067 -6.516 0.444
H 4.893 -5.625 0.280